10
Properties=species:S:1:pos:R:3:nbo_charge:R:1 method="wB97M-V/def2-TZVPD" homo_ev="-15.8 / -15.8" multiplicity=1 smiles=[NH+]#CCON e_above_lowest_kcal_mol=146.1 charge=+1
C -0.761 0.174 0.033 0.55
C 0.628 0.649 0.588 -0.10
N 1.670 -1.083 -0.595 -0.53
N -0.704 -0.869 -0.569 -0.42
O 1.611 0.338 -0.307 -0.31
H 0.575 1.667 0.857 0.27
H 0.679 -0.212 1.298 0.25
H 1.682 -1.359 -1.599 0.40
H 2.762 -1.429 -0.240 0.43
H -1.383 -1.528 -0.767 0.46

***

22
Properties=species:S:1:pos:R:3:nbo_charge:R:1 method="wB97M-V/def2-TZVPD" homo_ev="-9.1 / -7.4" multiplicity=1 e_above_lowest_kcal_mol=78.8
C 1.466 0.878 -0.721 0.24
C -3.473 0.705 -1.154 -0.19
C -2.435 0.544 -2.105 -0.22
C -3.194 0.634 0.247 -0.21
C -1.144 0.507 -1.716 -0.18
C -1.925 0.462 0.663 -0.20
C -0.812 0.450 -0.319 -0.07
C 2.759 -0.340 1.493 -0.54
C 3.049 -1.778 1.290 -0.57
C 0.495 0.281 0.049 -0.26
N 2.381 1.290 -1.327 -0.32
S 0.966 -0.071 1.693 0.32
S 2.663 -2.547 -0.337 0.12
H -4.529 0.691 -1.376 0.22
H -2.475 0.679 -3.204 0.22
H -4.026 0.696 1.012 0.22
H -0.439 0.697 -2.517 0.23
H -1.807 0.238 1.727 0.22
H 3.007 -0.026 2.470 0.23
H 3.088 0.321 0.629 0.27
H 4.022 -1.963 1.545 0.22
H 2.361 -2.348 1.957 0.24

***

17
Properties=species:S:1:pos:R:3:nbo_charge:R:1 method="wB97M-V/def2-TZVPD" homo_ev=-8.1 multiplicity=1 smiles="C=C/C(O)=C/C.O" e_above_lowest_kcal_mol=73.1
C -1.027 -0.977 0.503 -0.66
C 0.203 -0.191 0.838 -0.24
C 0.993 0.493 0.007 0.24
O 0.696 0.772 -1.324 -0.70
C 2.069 1.379 0.493 -0.23
C 2.371 1.648 1.768 -0.38
H -1.486 -1.341 1.419 0.22
H -0.649 -1.906 0.063 0.23
H -1.816 -0.437 0.005 0.22
H 0.471 -0.040 1.875 0.20
H 0.480 -0.064 -1.754 0.48
H 2.415 2.125 -0.217 0.22
H 1.846 1.503 2.706 0.19
H 3.358 2.072 1.944 0.19
H -3.655 -1.531 -2.070 0.47
H -3.302 -1.994 -3.509 0.47
O -2.969 -1.510 -2.747 -0.94

***

10
Properties=species:S:1:pos:R:3:nbo_charge:R:1 method="wB97M-V/def2-TZVPD" homo_ev=-8.7 multiplicity=1 smiles="CC1=NONO1" e_above_lowest_kcal_mol=140.2
C 0.103 -0.231 -0.085 0.46
C 1.563 -0.265 -0.203 -0.68
N -0.754 -1.136 0.025 -0.14
N -1.929 0.836 0.032 -0.07
O -0.562 1.115 -0.120 -0.39
O -2.004 -0.638 0.069 -0.24
H 2.009 -0.632 0.722 0.25
H 1.922 0.740 -0.406 0.25
H 1.853 -0.928 -1.015 0.25
H -2.201 1.140 0.982 0.32

***

45
Properties=species:S:1:pos:R:3:nbo_charge:R:1 method="wB97M-V/def2-TZVPD" homo_ev=-7.4 multiplicity=1 e_above_lowest_kcal_mol=368.0
C -4.150 -0.913 -0.724 -0.24
H -4.683 -0.533 0.071 0.17
O -2.853 -1.090 -0.715 -0.52
C -2.226 -1.905 0.252 -0.20
C -2.131 -1.264 1.513 -0.38
C -0.991 -0.260 1.976 -0.26
N -0.949 0.811 1.005 -0.60
C -0.010 1.455 0.707 0.37
N 0.036 2.254 -0.363 -0.45
C -0.828 2.080 -1.540 -0.22
H -1.848 1.594 -1.109 0.22
C -0.031 0.798 -2.332 -0.40
H -0.276 1.189 -3.568 0.20
H -0.522 -0.093 -1.988 0.26
C 1.453 0.964 -2.232 -0.09
N 1.902 0.344 -0.855 -0.58
C 1.542 -0.842 -0.705 0.65
O 0.811 -1.639 -1.251 -0.64
C 2.053 -1.586 0.538 0.20
C 1.924 -2.605 1.434 -0.29
C 2.855 -2.604 2.371 -0.31
C 3.514 -1.395 2.519 0.12
O 3.065 -0.795 1.296 -0.48
H 4.215 -0.873 3.113 0.23
H 2.880 -3.540 3.099 0.22
H 1.168 -3.411 1.026 0.24
H 2.506 0.898 -0.401 0.44
C 1.749 2.334 -1.899 -0.45
H 1.580 3.117 -2.710 0.22
C 1.143 3.140 -0.632 -0.20
H 1.816 2.893 0.203 0.25
H 0.987 4.065 -0.922 0.20
H 2.869 2.535 -1.832 0.22
H 1.965 0.692 -3.083 0.23
H -0.817 3.024 -2.081 0.22
S 0.921 1.596 2.141 -0.38
H -1.536 0.259 -0.079 0.36
H -1.240 0.286 3.141 0.25
H -0.105 -0.921 2.022 0.23
H -2.075 -2.218 2.629 0.21
H -3.241 -0.668 1.963 0.20
H -2.737 -2.807 0.563 0.21
H -1.073 -2.122 0.038 0.24
H -4.419 -1.835 -0.999 0.17
H -4.213 -0.412 -1.602 0.19

***

29
Properties=species:S:1:pos:R:3:nbo_charge:R:1 method="wB97M-V/def2-TZVPD" homo_ev=-5.2 multiplicity=1 e_above_lowest_kcal_mol=0.0 charge=-1
Pd 1.214 0.372 -0.669 0.56
N -1.576 -1.140 -1.893 -0.76
C -1.178 -1.549 -0.711 0.31
N -0.103 -1.151 -0.097 -0.58
C -0.042 -1.640 1.235 0.13
C -1.130 -2.327 1.640 -0.43
S -2.199 -2.522 0.280 0.36
C 1.077 -1.266 2.114 0.11
C 1.398 -1.702 3.348 -0.43
S 2.773 -0.883 4.008 0.37
C 2.922 -0.011 2.542 0.23
N 1.965 -0.287 1.691 -0.52
N 3.847 0.993 2.347 -0.81
H -1.101 -0.433 -2.408 0.46
H -2.422 -1.487 -2.292 0.41
H -1.255 -2.808 2.607 0.24
H 0.954 -2.485 3.941 0.23
H 4.792 0.813 2.669 0.38
H 3.823 1.409 1.425 0.42
Br 2.482 1.943 -1.913 -0.59
C -0.099 1.793 -0.697 -0.47
Br -1.512 1.353 0.652 -0.10
H -0.516 1.917 -1.680 0.24
H 0.408 2.709 -0.317 0.20
F -3.441 0.515 -4.146 -0.58
B -2.884 1.685 -3.628 1.35
F -1.613 1.389 -3.078 -0.59
F -2.835 2.756 -4.467 -0.55
F -3.748 2.045 -2.503 -0.60